{"formula": "C4H2O3", "method": "ωB97M-V with the def2-TZVPD basis set", "gap_ev": 9.17, "de_lowest_kcal_mol": 21.8, "e_tot_ev": -10321.43691, "smiles": "O=C1C=COC1=O", "elements": ["O", "C", "C", "C", "O", "C", "O", "H", "H"], "xyz": [[1.26896, -1.00335, 1.58432], [0.65230, -0.47657, 0.68350], [0.48518, 0.93091, 0.28366], [-0.52091, 0.93122, -0.58525], [-1.08047, -0.26228, -0.84802], [-0.35900, -1.24095, -0.25640], [-0.52122, -2.40433, -0.33969], [1.07502, 1.68961, 0.60207], [-0.99986, 1.83575, -1.12420]]}